The following is a DFT calculation (wB97M-V/def2-TZVPD) of a structure of composition C15H17ClN6O2RuSSbSe4.

Calculated values
spin multiplicity	6
E	-322725.590	eV
HOMO energy (alpha / beta)	-8.17 / -8.20	eV
Kohn-Sham gap (alpha / beta)	7.599 / 5.580	eV

XYZ file:
```
48
Properties=species:S:1:pos:R:3:mulliken_spin:R:1
Ru 0.69978 -2.07797 0.48855 1.325
N 2.50735 6.13736 0.49384 0.000
C 2.22754 4.86973 0.02115 0.001
C 2.62424 3.73204 0.68991 -0.001
C 2.38735 2.42881 0.22073 0.002
C 1.54496 2.37235 -0.84846 0.004
C 1.05578 3.46414 -1.56646 0.000
C 1.41184 4.74435 -1.13357 0.000
S 1.01709 0.75476 -1.42497 -0.003
O 2.26715 0.06189 -1.74779 0.002
O -0.00900 0.90100 -2.40750 -0.003
N 0.36139 -0.08328 -0.03787 0.027
C -0.28701 0.62167 0.94357 0.003
N -0.63923 1.90768 0.65700 0.008
C -1.43603 2.51898 1.54606 -0.006
C -1.85800 1.80108 2.69121 0.011
C -1.43381 0.54520 2.90413 -0.002
N -0.55448 -0.10082 2.06978 0.016
H 3.37959 6.08125 1.04945 0.000
H 2.74073 6.80779 -0.24982 0.000
H 3.14382 3.87572 1.66680 0.000
H 2.82806 1.56691 0.70274 -0.002
H 0.37792 3.28109 -2.43038 0.000
H 0.93360 5.62600 -1.58761 0.000
H -1.87493 3.46663 1.28338 -0.001
H -2.57946 2.20253 3.35499 0.001
H -1.63904 -0.04087 3.79607 0.000
Se 3.04333 -5.64757 -3.04974 1.362
Sb 1.05183 -5.66380 -1.14277 -0.173
Se 0.83542 -4.41511 1.28719 0.631
Se -0.52818 -4.93433 -3.07322 1.066
Se 1.66535 -3.05992 -1.51711 0.726
C -3.96635 -3.69522 -2.04227 0.009
N -3.20626 -3.04514 -0.95913 0.011
C -3.58519 -2.77767 0.38059 0.009
C -2.45520 -2.40157 1.02155 -0.009
N -1.37855 -2.31981 0.15148 0.012
C -1.89610 -2.81368 -1.02311 0.038
H -3.29229 -4.24854 -2.66584 0.009
H -4.40958 -2.89379 -2.58449 0.000
H -4.77123 -4.28946 -1.55959 0.000
H -4.64476 -2.65534 0.74637 0.000
H -2.35245 -2.28852 2.11524 0.000
H -1.29361 -2.92793 -1.94246 -0.020
Cl 2.88064 -1.56964 2.66175 0.002
C 2.77444 -1.87843 0.90456 -0.045
H 3.22151 -2.89570 0.80979 0.001
H 3.11003 -1.04482 0.33626 -0.011
```

***

The following is a DFT calculation (wB97M-V/def2-TZVPD) of a cluster of 2 separate species, C6H5ClF3NO2S in total.

Calculated values
ΔE to the lowest compared entry with this formula, charge and spin	26.8	kcal per mole
spin multiplicity	3
E	-43393.151	eV
HOMO energy (alpha / beta)	-6.30 / -10.23	eV
Kohn-Sham gap (alpha / beta)	6.370 / 6.583	eV

XYZ file:
```
19
Properties=species:S:1:pos:R:3:mulliken_spin:R:1
C -0.35424 -0.76064 2.09655 0.543
C -1.49018 -0.86450 1.25205 0.052
C 0.58749 0.24973 1.80428 0.208
C -1.61707 -0.05060 0.15045 0.265
C -0.52839 0.84584 -0.07251 0.612
C -0.57991 1.71024 -1.25932 0.092
N 0.54772 0.90863 0.70643 0.041
O 2.31072 -0.20824 -2.56427 0.011
O 0.68830 -1.50466 -1.09762 0.011
F -1.69808 2.47950 -1.12876 0.035
F 0.54221 2.47092 -1.52820 0.000
F -0.87550 1.05593 -2.41799 0.016
S 1.74815 -0.18826 -1.26334 0.021
Cl 3.08847 -0.81937 0.25446 0.036
H -0.12737 -1.40514 2.98976 0.017
H -2.27198 -1.62488 1.32077 0.012
H 1.44696 0.31032 2.42252 0.007
H 0.95928 -2.40263 -1.15636 0.000
H -2.37657 -0.20218 -0.50889 0.021
```

***

The following is a DFT calculation (wB97M-V/def2-TZVPD) of a structure of composition C26H35Br41O7S2.

Calculated values
ΔE to the lowest compared entry with this formula, charge and spin	0.0	kcal per mole
E	-2935269.468	eV
HOMO energy	-9.58	eV
Kohn-Sham gap	9.010	eV

XYZ file:
```
111
Properties=species:S:1:pos:R:3:lowdin_charge:R:1
C 4.09805 -0.54079 1.93304 -0.085
C 3.68895 0.50387 0.86914 -0.215
C 2.19633 0.89091 0.97043 -0.209
O 1.68628 1.14469 -0.33907 -0.144
C 0.63800 0.32868 -0.75602 -0.219
C 1.01145 -0.30004 -2.13639 -0.607
S 0.98994 1.12757 -3.25738 0.928
O 2.27616 -0.92981 -1.87683 0.028
C 1.93124 -2.11333 -1.25865 -0.522
O 2.65373 -2.71178 -0.47515 0.112
O 0.70188 -2.50752 -1.69413 0.071
C 0.16050 -1.50996 -2.56946 -0.418
C -1.34386 -1.15506 -2.42764 -0.196
C -2.17207 -2.05265 -1.49108 -0.208
C -1.80858 -1.90481 -0.02247 -0.220
S -2.89978 -2.81710 1.06311 0.617
O -3.96160 -3.41278 0.30154 -0.272
O -3.27359 -1.93391 2.13337 -0.296
O -1.94748 -3.93462 1.69249 -0.139
C 0.35274 -2.04980 -4.02710 -0.580
Br -0.83019 -3.62351 -4.18276 0.795
C 1.82386 -2.43615 -4.39224 -0.731
C 2.65505 -1.25774 -4.87772 -0.181
Br 1.81683 -3.67629 -5.94807 0.652
H 3.24806 -1.16447 2.21078 0.064
H 4.45778 -0.01906 2.81927 0.066
H 4.88376 -1.17074 1.52115 0.071
H 4.26010 1.41171 1.06337 0.036
H 3.90032 0.16801 -0.14261 0.106
H 1.70115 0.06806 1.49502 0.114
H 2.06513 1.78771 1.57774 0.095
H 0.31600 -0.42699 -0.03744 0.117
H -0.23316 0.96952 -0.93631 0.101
H 0.44225 0.60520 -4.36512 -0.143
H -1.83751 -1.17834 -3.39538 0.064
H -1.49925 -0.14067 -2.05401 0.006
H -3.20407 -1.70735 -1.59056 0.121
H -2.15996 -3.09977 -1.78209 0.080
H -0.79164 -2.20939 0.22264 0.097
H -1.90174 -0.86316 0.28847 0.107
H -2.41429 -4.78158 1.63068 0.102
H -0.02556 -1.33112 -4.74861 0.070
H 2.31576 -3.01555 -3.61170 -0.025
H 2.16949 -0.73046 -5.69875 0.079
H 3.57331 -1.66962 -5.30006 0.032
H 2.95902 -0.58396 -4.08287 0.052
C 4.86712 4.63500 1.62073 -1.617
Br 4.21068 4.52176 3.42658 0.556
Br 6.49061 3.62234 1.39181 0.582
Br 3.51872 4.11698 0.34848 0.646
H 5.10849 5.67076 1.43099 -0.030
C -3.62665 1.94724 -4.21551 -1.590
Br -3.11671 1.80513 -2.36474 0.665
Br -2.42934 0.99572 -5.39163 0.622
Br -5.44774 1.39269 -4.47930 0.580
H -3.56605 2.99313 -4.48035 -0.026
C -5.11901 0.07254 4.18790 -1.603
Br -4.64658 1.41783 5.48316 0.586
Br -6.06020 -1.39731 5.00130 0.589
Br -6.13334 0.82698 2.73289 0.584
H -4.20324 -0.31985 3.77790 -0.059
C -8.93735 1.88102 5.08544 -1.634
Br -8.43276 3.23179 6.36131 0.569
Br -9.78788 0.37886 5.94207 0.563
Br -10.01771 2.61126 3.66615 0.541
H -8.02628 1.51433 4.63271 -0.114
C 5.67564 -4.72952 -3.97067 -1.633
Br 4.45031 -3.81799 -2.78475 0.716
Br 5.29975 -6.61300 -4.06651 0.594
Br 5.73689 -3.92194 -5.71620 0.567
H 6.65934 -4.61762 -3.53108 -0.161
C 5.44115 6.53417 7.19639 -1.622
Br 7.00294 6.38047 6.07850 0.553
Br 4.27283 7.94483 6.59965 0.567
Br 4.50832 4.85868 7.34784 0.496
H 5.78258 6.79985 8.18666 -0.027
C 6.33498 -5.35768 -9.97514 -1.643
Br 6.05872 -3.49486 -9.57192 0.550
Br 7.78815 -6.09485 -8.94954 0.564
Br 4.71659 -6.37563 -9.75103 0.570
H 6.61292 -5.42111 -11.01699 -0.033
C 0.43449 5.96422 9.19120 -1.634
Br 2.20431 6.42183 9.79372 0.549
Br -0.55580 7.52393 8.64927 0.573
Br 0.47918 4.63174 7.80043 0.560
H -0.08688 5.53065 10.03198 -0.031
C -9.54447 -2.30710 2.83276 -1.634
Br -8.13364 -2.37636 1.52919 0.556
Br -10.80559 -0.90494 2.46380 0.530
Br -10.41473 -4.01638 3.02615 0.576
H -9.08556 -2.07362 3.78484 -0.070
C -8.32757 4.13110 -5.94424 -1.652
Br -6.91176 4.07206 -7.24773 0.558
Br -9.61305 5.50302 -6.35483 0.578
Br -9.17042 2.41046 -5.72059 0.551
H -7.87767 4.38861 -4.99612 -0.033
C 7.93456 1.87526 8.11430 -1.634
Br 7.38921 0.64889 9.49537 0.573
Br 6.73102 1.83260 6.61202 0.550
Br 8.16506 3.66063 8.80044 0.555
H 8.89987 1.54595 7.75869 -0.032
C -10.64417 1.42558 -1.08009 -1.621
Br -12.08811 2.10648 0.00241 0.562
Br -8.94502 1.56596 -0.17293 0.528
Br -10.98996 -0.37092 -1.68612 0.567
H -10.58628 2.04977 -1.96004 -0.040
C 9.61653 -4.62032 -1.33997 -1.618
Br 10.01069 -6.49730 -1.49937 0.584
Br 10.61007 -3.56866 -2.60972 0.582
Br 7.72281 -4.28118 -1.46934 0.659
H 9.92820 -4.30999 -0.35317 -0.031
```

***

Question: E of number 3 (C26H35Br41O7S2)?
Answer: -2935269.468 eV

***

Question: Number 1 is which compound?
Answer: C15H17ClN6O2RuSSbSe4